29
Properties=species:S:1:pos:R:3:forces:R:3 method="wB97M-V/def2-TZVPD" gap_ev=7.9 fmax_ev_per_a=4.530 e_above_lowest_kcal_mol=149.5 smiles="CN(C)N=C=C1C=CC=CC1.O=C(O)O" e_tot_ha=-724.48081 total_charge=0
C 1.403182 -0.337005 -3.530098 0.9901 -3.0143 -0.8289
N 0.444488 -0.657492 -2.470843 1.2818 -0.3423 -1.2509
C -0.859369 -1.110605 -2.891145 -0.7633 0.0070 -0.1668
N 0.768628 -0.131095 -1.319977 -0.0167 0.3522 0.7807
C 0.247770 0.039662 -0.207401 2.0711 1.0503 -0.5959
C 0.540046 0.384640 1.053345 -0.0851 -0.4651 0.4150
C 1.055928 -0.741444 1.888284 -0.0957 1.0809 -1.8857
C 1.316325 -0.499659 3.159093 -1.1047 0.8339 -0.8459
C 0.754828 0.666871 3.752225 0.7290 0.0760 2.6263
C 0.398496 1.718004 3.074659 -1.4928 2.0866 -0.3348
C 0.508126 1.842200 1.625981 2.9918 -2.0930 -2.1574
H 2.530816 -0.544892 -3.305629 -2.1750 1.1375 0.2567
H 1.241344 -1.161716 -4.265406 0.0750 0.5760 0.1932
H 1.147963 0.550905 -4.087514 0.4019 0.7734 0.2098
H -1.153241 -2.085758 -2.522953 0.3192 -0.3859 0.6880
H -1.593058 -0.411962 -2.464853 0.0720 -0.3592 -1.1909
H -0.864519 -1.303055 -3.988940 -0.1139 0.9608 0.7410
H 1.283293 -1.651624 1.328366 0.1179 0.1088 0.4021
H 1.792712 -1.139876 3.780924 1.3714 -2.2266 1.6391
H 0.696222 0.715641 4.860644 -0.1029 -0.1895 -0.8492
H -0.114664 2.539857 3.529352 0.0059 0.3771 0.6788
H 1.663365 2.274470 1.344616 -3.1350 -0.7333 0.4659
H -0.299253 2.346741 1.102431 0.3124 0.6001 0.2659
O -2.606623 0.362483 1.265671 -0.0853 -0.4818 0.8909
C -2.328608 -0.244422 0.272644 0.6005 -1.9211 2.3421
O -2.449053 0.270399 -0.880050 -1.7572 3.3228 -2.5278
O -1.805455 -1.502413 0.140451 -2.0512 0.0870 0.3084
H -2.815456 1.167499 -0.635786 0.3322 -0.8616 -0.9246
H -0.904234 -1.356355 0.391907 1.3066 -0.3568 0.6549